No. 1
{"formula": "C29H46BrN3P2PtS", "method": "ωB97M-V/def2-TZVPD", "lumo_ev": [-6.1, -8.1], "multiplicity": 3, "s_squared": 2.033, "fmax_ha_per_bohr": 0.1214, "e_homo_ev": [-12.7, -12.7], "total_charge": 2, "homo_lumo_gap_ev": [6.6, 4.5], "species": ["C", "C", "C", "C", "N", "C", "C", "C", "C", "C", "C", "C", "C", "C", "Pt", "P", "H", "H", "H", "H", "H", "H", "H", "H", "C", "C", "H", "H", "H", "H", "H", "C", "C", "H", "H", "H", "H", "H", "C", "C", "H", "H", "H", "H", "H", "Br", "P", "C", "C", "H", "H", "H", "H", "H", "C", "C", "H", "H", "H", "H", "H", "C", "C", "H", "H", "H", "H", "H", "S", "C", "N", "C", "C", "C", "N", "H", "H", "H", "H", "H", "H", "H", "H"], "positions_angstrom": [[-0.754, 6.320, -6.257], [-1.099, 5.071, -6.818], [-1.248, 5.122, -8.228], [-1.244, 6.343, -8.963], [-0.991, 7.492, -8.309], [-0.744, 7.549, -6.979], [-1.192, 3.917, -5.889], [-1.468, 3.156, -4.926], [-1.467, 2.758, -3.589], [-0.384, 2.825, -2.730], [-0.634, 2.279, -1.345], [-1.980, 1.608, -0.923], [-2.994, 2.084, -1.791], [-2.755, 2.500, -3.087], [0.602, 0.745, -2.795], [2.104, -1.100, -1.924], [-1.275, 4.204, -8.792], [-0.390, 6.297, -5.239], [-1.393, 6.342, -10.084], [-0.482, 8.535, -6.482], [-3.701, 2.720, -3.562], [0.471, 3.368, -3.145], [-4.037, 2.140, -1.373], [0.076, 2.663, -0.626], [2.239, -2.475, -0.709], [3.169, -3.703, -0.841], [1.243, -2.782, -0.420], [2.608, -1.861, 0.120], [3.056, -4.283, 0.087], [2.985, -4.370, -1.703], [4.238, -3.455, -0.904], [3.139, -1.619, -3.381], [3.740, -0.273, -3.829], [2.595, -2.246, -4.138], [3.960, -2.187, -2.829], [3.925, -0.299, -4.893], [3.238, 0.695, -3.659], [4.704, -0.145, -3.335], [3.498, -0.289, -0.912], [4.896, -0.840, -0.571], [2.947, -0.007, 0.048], [3.644, 0.641, -1.450], [5.525, -0.007, -0.234], [4.983, -1.603, 0.207], [5.445, -1.268, -1.407], [-2.952, 1.154, 0.682], [-1.949, -2.291, -3.378], [-0.342, -3.022, -3.165], [-0.205, -4.539, -3.491], [-0.138, -2.876, -2.092], [0.374, -2.413, -3.737], [0.843, -4.876, -3.577], [-0.648, -5.147, -2.686], [-0.705, -4.832, -4.423], [-2.942, -2.182, -1.847], [-4.211, -3.051, -1.649], [-3.298, -1.131, -1.842], [-2.257, -2.404, -0.987], [-4.557, -3.031, -0.604], [-5.007, -2.632, -2.261], [-4.064, -4.090, -1.931], [-1.941, -0.751, -4.378], [-2.453, -0.978, -5.816], [-0.928, -0.333, -4.374], [-2.604, -0.063, -3.843], [-2.713, -0.025, -6.292], [-1.724, -1.447, -6.491], [-3.341, -1.622, -5.826], [1.592, 1.309, 0.869], [0.990, 0.372, 2.141], [-0.284, 0.558, 2.531], [-0.812, -0.075, 3.788], [0.330, -0.092, 4.826], [1.610, -0.743, 4.344], [1.747, -0.556, 2.850], [-0.946, 0.828, 1.778], [-1.191, -1.098, 3.563], [-1.653, 0.528, 4.186], [-0.042, -0.543, 5.756], [0.604, 0.948, 5.059], [1.687, -1.814, 4.593], [2.444, -0.241, 4.862], [2.699, -0.501, 2.533]], "atomic_forces_ev_per_a": [[0.1835, 0.6303, 0.5293], [0.5485, 1.0419, -0.8974], [-0.1891, -0.2604, -0.3035], [0.6054, -0.5640, 1.7778], [-0.2810, 0.8080, -0.0646], [-0.0098, -2.0136, -0.7413], [-1.1487, -1.1558, 1.9380], [2.3021, 3.6749, -4.4883], [-2.3507, -0.7712, -0.4966], [-0.8048, -1.8051, 2.0107], [-1.0491, -0.4307, -0.6067], [1.2189, 3.9762, -2.1929], [-0.2294, -0.7710, 0.2373], [-0.7370, -0.2295, 1.5079], [0.1745, -0.9166, 1.6925], [2.8962, 0.5268, -0.0567], [-0.4599, -0.2214, -0.0424], [-0.3548, 0.2967, 0.2873], [0.2447, 0.1857, 1.5752], [-0.4033, -1.4037, -0.8807], [0.4775, 0.2315, -0.9925], [0.0784, 0.0062, 1.0563], [1.0866, -0.3664, -0.8838], [-0.0184, -0.8440, 0.4445], [-1.0852, -0.6357, 0.8395], [0.1909, -0.0762, -0.4789], [-0.2974, -0.4712, 0.2338], [-0.4129, -0.7426, 0.1878], [-0.0671, 0.0846, -0.3460], [-0.2712, 0.3423, 0.3848], [-0.4007, 0.2242, 0.0181], [-0.1696, 0.0568, 1.4377], [0.8054, -0.1402, -1.0148], [0.7656, 0.7132, 0.5946], [-1.0794, 0.2715, -1.2617], [0.2175, 0.0260, -0.3685], [-0.5898, -0.5684, 0.2023], [-0.0173, -0.0033, -0.1397], [-0.6850, 1.4058, 0.0795], [0.2336, -0.3864, -0.3400], [1.0278, -0.3577, -1.5975], [0.1781, 0.5294, 0.3147], [-0.3472, -0.0154, -0.0197], [-0.5563, 0.1029, 0.0673], [-0.0366, -0.0065, -0.3901], [1.4006, -0.2323, 0.1181], [-0.7658, 0.3268, -0.2350], [0.8841, -0.7612, 0.2036], [-0.2111, -0.4317, 0.1153], [0.1687, 0.0266, -0.2638], [-0.2977, -0.1836, 0.0878], [-0.3596, 0.5257, 0.1041], [0.0670, 0.2708, -0.2749], [0.1202, 0.2541, 0.1787], [-0.0795, 0.1017, 0.9156], [-0.0830, 0.0594, -0.3893], [0.5662, -0.3449, 0.3071], [-0.2921, 0.5418, -0.7727], [0.3740, 0.1596, -0.3625], [-0.1126, -0.2008, -0.0273], [0.0571, -0.0528, 0.0027], [-0.4306, -0.4476, -0.1461], [-0.1256, -0.1338, -0.4473], [0.0232, -0.0468, 0.1041], [0.1083, -0.0134, -0.0505], [0.0117, -0.1296, 0.3020], [0.0235, 0.0188, 0.4455], [0.0928, 0.2640, 0.0075], [-0.4364, -0.0824, 0.6726], [-0.2267, -0.2843, 0.9389], [-0.7060, -0.7741, 0.4746], [0.3617, -0.0456, -0.5976], [-0.5466, 0.5010, 0.0474], [0.1626, -0.3092, -0.4765], [-0.4488, 1.1891, 0.1221], [0.9478, 0.0653, 1.2769], [0.2785, 0.5225, 0.2180], [0.5049, -0.2784, -0.4412], [0.2358, 0.0440, -0.2845], [-0.4326, -0.1616, -0.0432], [-0.2054, 0.3376, -0.3374], [-0.1319, -0.2269, -0.4197], [0.3198, -0.0460, 0.1141]]}

No. 2
{"formula": "C29H46BrNOP2Re", "method": "ωB97M-V/def2-TZVPD", "lumo_ev": [-14.7, -14.8], "multiplicity": 4, "s_squared": 3.896, "fmax_ha_per_bohr": 0.1615, "e_homo_ev": [-19.1, -19.1], "total_charge": 4, "homo_lumo_gap_ev": [4.4, 4.2], "species": ["C", "C", "C", "C", "N", "C", "C", "C", "C", "C", "C", "C", "C", "C", "Re", "P", "H", "H", "H", "H", "H", "H", "H", "H", "C", "C", "H", "H", "H", "H", "H", "C", "C", "H", "H", "H", "H", "H", "C", "C", "H", "H", "H", "H", "H", "Br", "P", "C", "C", "H", "H", "H", "H", "H", "C", "C", "H", "H", "H", "H", "H", "C", "C", "H", "H", "H", "H", "H", "C", "C", "C", "O", "C", "H", "H", "H", "H", "H", "H", "H", "H"], "positions_angstrom": [[-1.933, 6.055, -2.557], [-2.094, 4.675, -2.916], [-2.414, 4.456, -4.294], [-2.263, 5.498, -5.217], [-1.985, 6.749, -4.856], [-1.819, 7.023, -3.563], [-1.886, 3.562, -2.004], [-1.293, 2.505, -1.501], [0.154, 2.324, -1.275], [0.899, 2.565, -0.096], [1.595, 1.539, 0.482], [1.477, 0.254, -0.113], [1.319, 0.274, -1.523], [0.631, 1.316, -2.143], [-0.777, 0.642, -0.774], [2.415, -1.202, 0.591], [-2.734, 3.480, -4.655], [-1.847, 6.374, -1.521], [-2.363, 5.316, -6.289], [-1.573, 8.063, -3.325], [0.398, 1.322, -3.214], [0.811, 3.548, 0.352], [1.697, -0.553, -2.153], [2.139, 1.630, 1.424], [1.585, -2.306, 1.740], [1.985, -3.775, 1.663], [0.514, -2.145, 1.580], [1.784, -1.907, 2.738], [1.601, -4.304, 2.541], [1.562, -4.279, 0.787], [3.072, -3.930, 1.664], [2.916, -2.142, -0.885], [4.121, -1.607, -1.683], [2.005, -2.187, -1.509], [3.079, -3.185, -0.580], [3.886, -1.742, -2.750], [4.327, -0.541, -1.479], [5.025, -2.206, -1.472], [3.797, -0.484, 1.521], [4.734, -1.584, 2.025], [3.335, 0.068, 2.357], [4.315, 0.249, 0.873], [5.498, -1.122, 2.665], [4.206, -2.334, 2.637], [5.272, -2.076, 1.196], [-0.989, -0.197, 1.786], [-1.933, -1.663, -0.618], [-0.602, -3.083, -0.857], [-0.767, -4.532, -1.294], [-0.150, -3.134, 0.153], [0.132, -2.626, -1.546], [0.239, -4.981, -1.306], [-1.348, -5.154, -0.604], [-1.151, -4.650, -2.313], [-3.086, -2.520, 0.651], [-4.315, -3.413, 0.362], [-3.460, -1.663, 1.241], [-2.432, -3.111, 1.320], [-4.855, -3.554, 1.316], [-5.042, -2.971, -0.329], [-4.076, -4.430, 0.024], [-3.052, -0.818, -1.848], [-3.107, -1.259, -3.317], [-2.730, 0.283, -1.795], [-4.073, -0.921, -1.454], [-3.272, -0.369, -3.947], [-2.188, -1.743, -3.669], [-3.961, -1.925, -3.522], [-1.138, 2.115, 4.607], [-0.069, 1.227, 5.285], [1.190, 1.374, 4.403], [0.866, 2.127, 3.206], [-0.416, 2.740, 3.384], [-1.999, 1.533, 4.250], [-1.493, 2.917, 5.270], [-0.405, 0.186, 5.317], [0.128, 1.595, 6.296], [1.983, 1.934, 4.954], [1.608, 0.382, 4.118], [-0.966, 2.607, 2.441], [-0.243, 3.816, 3.547]], "atomic_forces_ev_per_a": [[0.3318, 0.2947, 0.5107], [-0.7032, -1.1074, 1.1797], [0.6350, -0.4418, -0.7164], [-0.3854, -0.7148, 0.2835], [0.3524, -0.1426, 0.1693], [-0.0940, -0.1679, 0.5289], [0.9957, 1.0776, -1.8039], [-0.7487, 3.1799, -0.2461], [0.9678, 2.6218, -1.4679], [0.0526, 1.6419, 0.7337], [0.2703, -0.0350, 0.8651], [1.4296, -0.5152, -0.7236], [0.9493, -1.3498, -1.2715], [1.1906, -0.1218, -2.1836], [-4.3340, -5.3348, 4.6575], [1.1391, -0.4049, -0.1174], [0.2439, 0.1288, 0.1026], [0.1488, -0.1791, -0.1042], [-0.2067, -0.0041, 0.3294], [-0.2527, -0.3787, 0.0926], [0.1456, -0.0038, 0.3590], [0.0508, -0.0407, 0.3931], [-0.5091, 0.6115, 0.4489], [-0.4363, 0.4351, -0.1996], [-0.8899, 0.2627, 0.2978], [0.2235, -0.5235, -0.0868], [0.3144, -0.3579, 0.2564], [0.0482, 0.1095, -0.0004], [-0.0019, 0.1981, -0.0817], [0.1578, 0.0912, 0.0823], [-0.3073, 0.0457, -0.0600], [-0.2230, -0.2788, 0.0569], [0.0433, -0.0170, -0.1667], [0.4729, -0.2008, 0.2996], [0.0075, 0.3194, 0.1017], [0.3345, 0.2027, 0.2883], [0.0394, -0.4447, -0.2244], [-0.4262, 0.4645, -0.0307], [-0.1423, 0.5291, -0.4864], [0.3737, -0.2718, 0.1227], [0.1638, -0.1510, -0.1678], [-0.0978, -0.2924, 0.3266], [-0.2068, -0.1115, -0.1517], [0.3004, 0.3219, -0.2620], [-0.3002, 0.1169, 0.3518], [-0.7491, 0.9208, -1.3395], [-0.8060, -3.0955, 0.2342], [0.6711, 1.2815, -0.5383], [-0.7565, -0.5744, -0.3757], [-0.4415, 0.5356, -0.4590], [-0.2506, -0.0766, 0.3712], [-0.1570, 0.2961, 0.0532], [-0.0736, 0.3176, -0.1658], [-0.0749, 0.0835, 0.2848], [0.1078, 0.9932, 1.2159], [-0.1985, -0.2677, -0.7600], [0.2345, -0.3492, -0.1066], [0.1071, 0.5647, -0.3493], [0.3984, 0.3105, -0.2369], [0.1990, -0.0452, 0.0626], [0.1576, 0.4288, -0.1191], [0.2795, -0.3385, -0.1541], [0.2829, 0.1793, -0.8384], [-0.7185, -0.5993, -0.1295], [0.3550, 0.4845, 0.4948], [0.0735, -0.3457, 0.2004], [-0.2277, 0.0759, 0.0679], [0.4314, 0.1179, 0.3642], [0.1976, 0.2357, -0.6698], [-0.0855, 0.2450, -0.4810], [0.8211, 0.2187, 0.6509], [-0.2565, -0.9975, 0.3972], [-0.0396, 0.8245, 0.2881], [0.1496, 0.1294, 0.3327], [0.0254, -0.4183, -0.2425], [0.1212, 0.1975, 0.2165], [0.0023, -0.3376, -0.1628], [-0.4753, -0.4382, -0.4383], [-0.1938, 0.5496, -0.0153], [-0.0650, 0.1137, 0.1802], [-0.1627, -0.2817, -0.1178]]}